ORCA calculation (ωB97M-V/def2-TZVPD) on a single C4H3F3 molecule.

Each line ends with the natural charge from an NBO analysis.
Cartesian coordinates (Å):
F (3.2966, -0.8310, -1.3798)  -0.331
F (3.0182, 2.1188, 0.5507)  -0.260
F (3.2170, -1.4202, 0.6551)  -0.337
C (2.7161, -0.4990, -0.1945)  0.625
C (-0.0641, 0.0912, 0.0733)  -0.679
C (2.5009, 0.9742, 0.2847)  0.370
C (1.4486, 0.2347, 0.0566)  -0.121
H (-0.6580, 1.0239, 0.1514)  0.244
H (-0.4821, -0.6797, -0.7469)  0.247
H (-0.1915, -0.4530, 1.0864)  0.241

Values from the calculation:
ΔE to the lowest compared entry with this formula, charge and spin ... 40.53 kcal per mole
Structure (SMILES) ... CC1=C(F)C1(F)F
Highest occupied orbital energy ... -10.5138 eV
Total energy ... -12345.85003 eV
Multiplicity ... 1
Net charge ... 0
Orbital gap ... 11.1 eV


ORCA calculation (ωB97M-V/def2-TZVPD) on 2 unconnected molecules or ions with the total composition C4H3F3N2O2S.

Each line ends with the natural charge from an NBO analysis.
Cartesian coordinates (Å):
S (-3.2019, 1.0134, 0.6938)  1.811
F (-3.9463, -0.7224, -1.4421)  -0.306
F (-3.2240, -1.7905, 0.3181)  -0.291
F (-5.1509, -0.8420, 0.3107)  -0.312
O (-3.1593, 0.7742, 2.1428)  -0.852
O (-4.0832, 2.0622, 0.1713)  -0.836
N (0.8536, -0.1984, -1.1501)  -0.226
N (-0.4679, 0.0811, -1.2021)  -0.426
C (-3.8802, -0.7422, -0.1210)  0.824
C (1.3319, 0.4156, -0.1311)  -0.042
C (0.3312, 1.0148, 0.6836)  -0.409
C (-0.7812, 0.8689, -0.1020)  0.151
H (0.4134, 1.3487, 1.7198)  0.261
H (-1.1718, -0.3898, -1.7865)  0.427
H (2.3864, 0.1944, 0.0209)  0.224

Values from the calculation:
ΔE to the lowest compared entry with this formula, charge and spin ... 72.60 kcal per mole
Highest occupied orbital energy (alpha / beta) ... -10.3841 / -10.3824 eV
Total energy ... -30254.71344 eV
Multiplicity ... 1
Net charge ... 0
Orbital gap (alpha / beta) ... 8.0 / 8.0 eV